No. 1
Below is an isolated molecule of C15H27N3O2, with properties calculated with ωB97M-V with the def2-TZVPD basis set.

Structure (XYZ):
```
47
C15H27N3O2 | the Open Molecules 2025 dataset | ωB97M-V with the def2-TZVPD basis set
N 0.30 -2.98 1.02
H 0.93 -3.71 0.69
H -0.37 -2.80 0.29
C -0.38 -3.42 2.24
C -0.94 -2.24 3.04
C -1.93 -1.37 2.24
C -1.19 -0.27 1.48
H -0.28 -0.69 1.06
H -0.90 0.53 2.17
C -2.01 0.34 0.33
N -1.21 1.24 -0.48
C -1.13 2.56 -0.18
O -0.62 3.38 -0.92
C -1.71 2.97 1.17
O -1.25 3.87 1.84
N -2.80 2.26 1.55
H -3.25 2.52 2.42
C -3.24 1.11 0.81
H -3.86 0.48 1.46
H -3.84 1.42 -0.05
C -0.58 0.75 -1.70
H -0.78 -0.32 -1.77
H -1.06 1.26 -2.55
C 0.93 1.00 -1.78
C 1.68 0.41 -0.59
C 3.18 0.66 -0.72
C 3.71 0.07 -2.02
C 2.96 0.66 -3.21
C 1.47 0.41 -3.08
H 1.28 -0.67 -3.09
H 0.94 0.85 -3.93
H 3.33 0.23 -4.14
H 3.14 1.74 -3.25
H 3.58 -1.02 -2.01
H 4.78 0.27 -2.11
H 3.70 0.21 0.13
H 3.37 1.73 -0.71
H 1.50 -0.67 -0.53
H 1.32 0.86 0.34
H 1.09 2.08 -1.79
H -2.35 -0.48 -0.32
H -2.49 -2.00 1.55
H -2.65 -0.93 2.93
H -0.12 -1.62 3.38
H -1.45 -2.65 3.91
H 0.36 -3.93 2.87
H -1.19 -4.13 2.03
```

Results
**HOMO level**: -9.26 eV
**DFT total energy**: -902.55370 Eh
**Energy above the lowest of the compared OMol25 structures with the same formula, charge and spin**: 17.6 kJ/mol
**Structure (SMILES)**: NCCCC[C@H]1CNC(=O)C(=O)N1CC1CCCCC1
**F_max**: 0.6 eV/Å

=====

No. 2
Below is C15H27N5O5Tl as an isolated structure, with properties calculated with ωB97M-V with the def2-TZVPD basis set.

Structure (XYZ):
```
53
C15H27N5O5Tl | the Open Molecules 2025 dataset | ωB97M-V with the def2-TZVPD basis set
Tl 1.68 0.87 -1.39
O -1.15 1.06 -0.74
C -1.22 0.23 0.45
C -0.24 0.66 1.53
N 1.17 0.40 1.16
C 1.51 -1.02 1.41
C 2.62 -1.49 0.43
O 3.78 -1.69 0.88
O 2.20 -1.58 -0.75
C 2.14 1.30 1.88
C 2.32 2.70 1.20
O 2.05 3.69 1.89
O 2.71 2.60 -0.02
H -1.16 1.99 -0.46
H -1.07 -0.82 0.12
H -2.19 0.21 0.94
H -0.50 0.10 2.44
H -0.29 1.74 1.80
H 0.61 -1.61 1.27
H 1.86 -1.18 2.45
H 3.11 0.78 1.86
H 1.80 1.39 2.93
C 0.71 -4.57 -2.87
C -0.26 -4.29 -1.68
C -1.68 -4.86 -1.82
C 0.35 -4.75 -0.36
N -0.43 -2.83 -1.49
N -1.03 -2.28 -2.65
H 0.92 -5.64 -2.87
H 1.63 -3.96 -2.66
H 0.21 -4.26 -3.80
H -1.64 -5.95 -1.85
H -2.22 -4.49 -2.67
H -2.27 -4.60 -0.92
H 0.55 -5.83 -0.38
H -0.32 -4.53 0.52
H 1.30 -4.19 -0.23
H 0.48 -2.45 -1.27
H -1.35 -1.34 -2.39
H -0.34 -2.22 -3.39
N -3.10 3.48 1.17
C -1.97 4.17 0.92
C -1.83 5.45 1.55
C -0.76 6.24 1.26
C 0.25 5.68 0.42
C 0.06 4.43 -0.12
N -1.05 3.70 0.06
H -3.52 3.70 2.05
H -3.10 2.52 0.84
H -2.68 5.80 2.16
H -0.60 7.24 1.69
H 1.17 6.24 0.29
H 0.81 4.04 -0.81
```

Results
**HOMO level**: -5.32 eV
**DFT total energy**: -1410.33743 Eh
**Energy above the lowest of the compared OMol25 structures with the same formula, charge and spin**: 0.0 kJ/mol
**Charge**: -1
**F_max**: 2.2 eV/Å

=====

No. 3
Below is C15H27NO2 as an isolated structure, with properties calculated with ωB97M-V with the def2-TZVPD basis set.

Structure (XYZ):
```
45
C15H27NO2 | the Open Molecules 2025 dataset | ωB97M-V with the def2-TZVPD basis set
N 5.56 1.84 -0.15
H 6.05 2.36 -1.02
H 5.09 2.57 0.28
C 4.77 0.69 -0.75
C 4.36 -0.33 0.32
C 3.56 -1.52 0.07
O 2.37 -1.34 -0.58
C 1.31 -0.75 -0.15
C 0.08 -0.82 -1.07
H 0.42 -0.29 -1.86
H -0.01 -1.68 -1.28
C -1.32 -0.28 -0.51
C -1.61 -1.39 0.70
C -2.99 -0.67 1.34
C -2.96 0.70 1.58
C -2.63 1.52 0.61
C -3.55 1.20 -0.57
C -3.68 -0.16 -0.93
C -3.94 -0.84 0.14
H -5.06 -0.60 0.67
H -4.15 -2.01 -0.17
C -2.39 -0.46 -1.35
H -2.32 -1.49 -1.75
H -2.05 0.08 -2.21
H -4.38 -0.08 -2.05
H -4.49 1.72 -0.28
H -3.31 1.79 -1.49
C -1.14 1.26 -0.04
H -0.53 1.22 0.90
H -0.85 1.67 -0.79
H -2.50 2.72 0.72
H -2.26 0.83 2.38
H -3.90 1.08 2.09
H -3.31 -1.49 2.15
H -1.69 -2.33 0.55
H -0.87 -0.88 1.65
H 1.51 0.27 0.15
H 1.18 -1.39 1.12
H 3.37 -1.99 0.93
H 4.18 -1.87 -0.52
O 5.55 -0.60 1.36
H 5.95 0.29 1.37
H 3.56 0.39 1.16
H 5.30 -0.01 -1.37
H 3.71 1.07 -1.35
```

Results
**HOMO level**: -8.85 eV
**DFT total energy**: -792.41398 Eh
**Energy above the lowest of the compared OMol25 structures with the same formula, charge and spin**: 1584.0 kJ/mol
**F_max**: 16.0 eV/Å

=====

No. 4
Below is C15H28AsFNO4PdSSi as an isolated structure, with properties calculated with ωB97M-V with the def2-TZVPD basis set.

Structure (XYZ):
```
53
C15H28AsFNO4PdSSi | the Open Molecules 2025 dataset | ωB97M-V with the def2-TZVPD basis set
Pd 0.05 -0.61 0.70
O -1.75 -1.95 0.30
S -1.39 -1.35 -1.03
O -2.31 -1.76 -2.06
O -1.41 0.13 -0.81
O 0.02 -1.77 -1.30
C 4.11 0.35 3.37
Si 2.44 -0.57 3.09
C 2.65 -2.37 3.73
C 1.16 0.35 4.18
N 1.96 -0.44 1.46
C 2.75 -0.65 0.37
C 3.88 -1.49 0.34
C 4.64 -1.65 -0.81
C 4.33 -0.97 -1.97
C 3.24 -0.11 -1.98
C 2.49 0.03 -0.84
F 1.44 0.92 -0.84
H 4.37 0.41 4.43
H 4.05 1.36 2.99
H 4.93 -0.14 2.86
H 2.36 -2.49 4.77
H 3.68 -2.71 3.65
H 2.04 -3.05 3.14
H 0.98 -0.16 5.12
H 0.22 0.42 3.63
H 1.49 1.36 4.42
H 4.15 -2.03 1.24
H 5.49 -2.32 -0.79
H 4.92 -1.11 -2.86
H 2.97 0.45 -2.86
C -3.76 1.88 0.70
C -3.67 0.44 1.17
As -2.00 0.11 2.16
C -2.45 -1.60 3.06
C -1.16 -2.38 3.32
C -2.50 1.24 3.85
C -1.95 2.66 3.83
H -4.63 2.04 0.07
H -2.86 2.10 0.12
H -3.82 2.57 1.55
H -3.61 -0.22 0.31
H -4.54 0.16 1.79
H -3.07 -2.16 2.36
H -3.00 -1.43 3.99
H -0.63 -2.47 2.36
H -1.35 -3.39 3.70
H -0.52 -1.85 4.02
H -2.09 0.71 4.71
H -3.59 1.24 3.96
H -0.89 2.64 3.60
H -2.09 3.15 4.79
H -2.44 3.26 3.07
```

Results
**HOMO level (alpha / beta)**: -4.67 / -4.85 eV
**DFT total energy**: -4095.34366 Eh
**<S²>**: 2.01
**Multiplicity**: 3
**Energy above the lowest of the compared OMol25 structures with the same formula, charge and spin**: 4.8 kJ/mol
**Charge**: -1
**F_max**: 3.5 eV/Å

=====

No. 5
Below is C15H28DyI2O4SSi2Y as an isolated structure, with properties calculated with ωB97M-V with the def2-TZVPD basis set.

Structure (XYZ):
```
54
C15H28DyI2O4SSi2Y | the Open Molecules 2025 dataset | ωB97M-V with the def2-TZVPD basis set
I 2.74 -1.45 -1.31
I 2.74 1.46 -1.30
Y -0.71 1.79 -0.25
Dy -0.53 -1.72 -0.19
S -0.37 -0.01 -2.50
C -2.66 -2.90 -1.87
C -2.25 -2.95 1.25
C -1.56 0.00 -4.00
C -1.05 1.29 -4.64
C -3.06 0.00 -3.77
C -1.05 -1.28 -4.65
C -2.26 2.94 1.24
C -2.64 2.90 -1.85
O -2.60 -3.73 2.02
O -3.27 -3.60 -2.56
O -2.59 3.73 2.03
O -3.27 3.59 -2.56
H -1.42 1.33 -5.69
H 0.07 1.29 -4.61
H -1.38 2.19 -4.05
H -3.51 0.00 -4.79
H -3.42 0.90 -3.23
H -3.42 -0.90 -3.23
H -1.42 -1.32 -5.70
H -1.38 -2.18 -4.06
H 0.07 -1.28 -4.62
C 3.10 1.61 2.55
Si 1.34 1.57 1.90
C 0.31 1.88 3.49
C 1.21 3.24 1.02
C 0.45 0.00 1.18
Si 1.33 -1.58 1.91
C 0.28 -1.89 3.48
C 1.19 -3.23 0.98
C 3.08 -1.63 2.56
H 3.34 2.64 2.85
H 3.84 1.34 1.82
H 3.27 0.98 3.43
H 0.64 2.82 3.93
H -0.75 2.01 3.26
H 0.42 1.09 4.21
H 2.00 3.38 0.26
H 0.20 3.48 0.52
H 1.32 4.00 1.78
H -0.48 0.00 1.82
H -0.77 -2.01 3.24
H 0.61 -2.84 3.90
H 0.41 -1.10 4.20
H 2.01 -3.37 0.25
H 1.28 -3.99 1.74
H 0.20 -3.46 0.45
H 3.83 -1.35 1.85
H 3.24 -1.01 3.45
H 3.31 -2.66 2.85
```

Results
**HOMO level (alpha / beta)**: -21.18 / -21.18 eV
**DFT total energy**: -3383.67297 Eh
**<S²>**: 9.34
**Multiplicity**: 6
**Charge**: +4
**F_max**: 7.2 eV/Å

=====

No. 6
Below is C15H28F6N3O2SbW as an isolated structure, with properties calculated with ωB97M-V with the def2-TZVPD basis set.

Structure (XYZ):
```
56
C15H28F6N3O2SbW | the Open Molecules 2025 dataset | ωB97M-V with the def2-TZVPD basis set
W -0.19 0.47 0.04
C -0.93 0.08 -3.83
C -0.40 -0.78 -2.76
C 0.76 -1.55 -2.96
C 1.24 -2.43 -1.99
C 2.47 -3.22 -2.24
C 0.53 -2.53 -0.78
C -0.66 -1.78 -0.49
C -1.68 -2.50 0.40
C -1.13 -0.90 -1.53
H -0.99 1.12 -3.51
H -1.98 -0.18 -4.06
H -0.34 0.02 -4.74
H 1.30 -1.48 -3.90
H 3.29 -2.58 -2.56
H 2.31 -3.90 -3.08
H 2.78 -3.81 -1.38
H 0.82 -3.29 -0.07
H -1.54 -2.34 1.47
H -1.59 -3.57 0.23
H -2.70 -2.25 0.11
H -2.19 -0.72 -1.61
N 1.30 -0.42 1.58
C 0.97 -0.82 2.99
C -0.06 0.14 3.57
C 0.42 1.59 3.70
C -0.13 2.56 2.67
N 0.34 2.30 1.26
H 1.84 -1.17 1.17
H 2.00 0.33 1.66
H 1.87 -0.81 3.60
H 0.57 -1.83 2.99
H -0.36 -0.24 4.55
H -0.94 0.09 2.92
H 1.52 1.63 3.70
H 0.11 1.98 4.67
H 0.18 3.57 2.95
H -1.22 2.55 2.68
H 1.35 2.44 1.27
H 0.00 3.07 0.69
N -2.50 0.43 1.10
C -3.42 1.32 0.32
C -2.70 1.71 -0.97
O -3.21 1.90 -2.02
O -1.38 1.72 -0.72
H -2.89 -0.51 1.06
H -2.59 0.69 2.08
H -3.63 2.24 0.87
H -4.37 0.84 0.08
F 1.67 0.00 -0.84
Sb 2.84 1.76 -1.81
F 4.14 0.42 -1.81
F 3.13 3.57 -2.02
F 2.14 1.07 -3.41
F 0.90 2.12 -1.41
F 2.94 1.90 0.12
```

Results
**HOMO level (alpha / beta)**: -19.91 / -20.10 eV
**DFT total energy**: -1808.68119 Eh
**<S²>**: 0.98
**Multiplicity**: 2
**Energy above the lowest of the compared OMol25 structures with the same formula, charge and spin**: 244.9 kJ/mol
**Charge**: +3
**F_max**: 2.4 eV/Å

=====

No. 7
Below is C15H28IrN3PSSe3Te as an isolated structure, with properties calculated with ωB97M-V with the def2-TZVPD basis set.

Structure (XYZ):
```
53
C15H28IrN3PSSe3Te | the Open Molecules 2025 dataset | ωB97M-V with the def2-TZVPD basis set
Ir 0.59 1.92 0.33
N -0.31 3.19 -1.66
N 0.32 3.08 -2.91
C 1.66 2.82 -2.96
N 2.26 2.90 -4.16
S 2.54 2.38 -1.63
H -1.30 2.95 -1.75
H -0.26 4.15 -1.30
H -0.10 3.53 -3.72
H 1.77 3.15 -5.01
H 3.24 2.70 -4.21
Se 2.21 2.12 1.93
Se 0.79 3.49 4.67
Te -0.96 4.79 3.61
Se -1.25 3.72 1.40
C 2.51 -1.48 1.47
C 1.49 -1.61 0.35
C 1.03 -3.06 0.19
C 2.10 -1.16 -0.98
P 0.07 -0.39 0.67
C -1.06 -0.80 -0.70
C -1.93 -1.88 -0.73
C -2.69 -2.13 -1.86
C -2.59 -1.30 -2.97
C -1.72 -0.23 -2.95
C -0.95 0.01 -1.83
C -0.86 -0.69 2.29
C -0.20 0.16 3.37
C -0.89 -2.15 2.75
C -2.28 -0.16 2.07
H 3.34 -2.16 1.28
H 2.09 -1.73 2.44
H 2.90 -0.46 1.51
H 1.88 -3.63 -0.18
H 0.23 -3.15 -0.54
H 0.72 -3.50 1.13
H 3.00 -1.74 -1.18
H 2.38 -0.11 -0.93
H 1.40 -1.31 -1.80
H -2.03 -2.53 0.12
H -3.35 -2.98 -1.88
H -3.20 -1.49 -3.84
H -1.63 0.42 -3.82
H -0.22 0.81 -1.82
H 0.86 -0.03 3.47
H -0.68 -0.04 4.33
H -0.34 1.21 3.15
H 0.09 -2.47 3.08
H -1.25 -2.83 1.98
H -1.57 -2.22 3.60
H -2.25 0.83 1.61
H -2.77 -0.06 3.04
H -2.87 -0.82 1.45
```

Results
**HOMO level (alpha / beta)**: -9.88 / -10.38 eV
**DFT total energy**: -9068.58422 Eh
**<S²>**: 6.03
**Multiplicity**: 5
**Energy above the lowest of the compared OMol25 structures with the same formula, charge and spin**: 105.2 kJ/mol
**Charge**: +1
**F_max**: 1.3 eV/Å

=====

No. 8
Below is a 3-piece molecular cluster, C15H28N3O6 overall, with properties calculated with ωB97M-V with the def2-TZVPD basis set.

Structure (XYZ):
```
52
C15H28N3O6 | the Open Molecules 2025 dataset | ωB97M-V with the def2-TZVPD basis set
C 0.88 3.83 -3.38
C 0.58 3.87 -1.86
C 0.25 2.47 -1.24
C -0.45 1.51 -2.24
C 1.47 1.83 -0.50
C 1.81 0.33 -0.71
N 2.69 0.39 -1.92
C 3.35 1.63 -1.72
N 4.37 1.86 -2.51
N 2.83 2.42 -0.67
H 0.00 3.51 -3.96
H 1.76 3.22 -3.64
H 1.10 4.86 -3.71
H -0.27 4.55 -1.70
H 1.44 4.35 -1.36
H -0.50 2.68 -0.46
H -0.79 0.62 -1.70
H 0.16 1.25 -3.12
H -1.36 2.01 -2.60
H 1.21 1.92 0.57
H 2.44 0.07 0.16
H 1.00 -0.40 -0.83
H 2.03 0.58 -2.68
H 4.92 1.05 -2.78
H 4.62 2.74 -2.92
H 3.30 2.11 0.18
C 2.62 -3.65 3.65
C 2.00 -2.57 2.80
C 0.93 -1.77 3.49
O 0.12 -1.34 2.39
C 0.26 -2.27 1.41
O -0.41 -2.32 0.43
O 1.26 -3.13 1.70
H 3.46 -4.11 3.13
H 2.98 -3.24 4.60
H 1.91 -4.45 3.86
H 2.78 -1.92 2.39
H 1.34 -0.92 4.04
H 0.31 -2.37 4.17
C -3.17 -0.78 1.31
C -4.55 -1.38 1.16
C -4.55 -2.80 0.66
O -5.83 -2.88 0.02
C -6.15 -1.63 -0.40
O -7.05 -1.37 -1.13
O -5.30 -0.71 0.13
H -3.23 0.21 1.78
H -2.53 -1.41 1.92
H -2.70 -0.63 0.33
H -5.10 -1.28 2.09
H -4.47 -3.52 1.47
H -3.78 -3.00 -0.08
```

Results
**HOMO level**: -12.30 eV
**DFT total energy**: -1203.82879 Eh
**Energy above the lowest of the compared OMol25 structures with the same formula, charge and spin**: 0.0 kJ/mol
**Charge**: +1
**F_max**: 2.4 eV/Å